(A)
{"formula": "C5H14NO2", "method": "ωB97M-V/def2-TZVPD", "charge": -1, "symbols": ["C", "O", "C", "C", "C", "C", "N", "H", "H", "H", "H", "H", "H", "H", "H", "H", "H", "H", "H", "H", "H", "O"], "coordinates": [[-1.071, -0.417, 1.543], [0.017, -0.648, 2.257], [-0.867, -0.363, -0.034], [0.611, -0.425, -0.357], [0.976, 0.197, -1.709], [1.079, -1.902, -0.277], [-1.522, 0.826, -0.624], [-1.918, -1.140, 1.651], [-1.543, 0.587, 1.768], [-1.366, -1.223, -0.515], [1.166, 0.087, 0.430], [1.151, 1.277, -1.706], [1.871, -0.226, -2.144], [0.163, 0.125, -2.438], [1.439, -2.090, 0.723], [1.879, -2.124, -1.006], [0.270, -2.576, -0.578], [-0.881, 1.596, -0.753], [-2.312, 1.119, -0.070], [1.076, 2.394, 1.226], [-0.434, 2.105, 1.339], [0.214, 2.820, 1.275]], "mulliken_charge": [-0.64, -0.84, -0.21, 1.09, -1.65, -1.47, -0.73, 0.26, 0.16, 0.40, 0.01, 0.33, 0.46, 0.34, 0.34, 0.35, 0.29, 0.24, 0.33, 0.33, 0.31, -0.72]}



(B)
{"formula": "C5H14NO2", "method": "ωB97M-V/def2-TZVPD", "charge": -1, "symbols": ["C", "O", "C", "C", "H", "H", "H", "H", "H", "H", "H", "H", "C", "O", "C", "N", "H", "H", "H", "H", "H", "H"], "coordinates": [[0.301, -0.543, -2.636], [-0.167, 0.590, -1.973], [1.623, -1.097, -2.075], [1.457, -2.234, -1.077], [-0.462, -1.343, -2.620], [0.440, -0.292, -3.705], [-0.056, 0.446, -0.940], [2.285, -1.363, -2.901], [2.106, -0.252, -1.575], [0.955, -3.090, -1.510], [2.413, -2.556, -0.680], [0.867, -1.872, -0.234], [-0.866, 0.268, 1.439], [0.096, 0.246, 0.485], [-0.661, 1.397, 2.444], [-1.693, 1.400, 3.498], [-1.891, 0.393, 1.016], [-0.921, -0.678, 2.020], [0.298, 1.249, 2.930], [-0.609, 2.343, 1.891], [-1.546, 2.136, 4.173], [-2.622, 1.496, 3.129]], "mulliken_charge": [-0.38, -0.63, -0.47, -0.94, 0.20, 0.25, 0.42, 0.38, 0.27, 0.34, 0.32, 0.14, -0.47, -0.76, -0.40, -0.57, 0.19, 0.23, 0.27, 0.22, 0.19, 0.19]}



(C)
{"formula": "C5H14NO2", "method": "ωB97M-V/def2-TZVPD", "charge": -1, "symbols": ["C", "C", "C", "C", "C", "O", "N", "H", "H", "H", "H", "H", "H", "H", "H", "H", "H", "H", "H", "H", "H", "O"], "coordinates": [[1.340, 0.988, -0.427], [0.028, 0.580, -1.042], [-1.117, 0.719, 0.008], [-1.373, -0.488, 0.916], [-0.369, -0.775, 2.046], [0.831, -1.272, 1.650], [-0.301, 1.215, -2.302], [1.605, 0.450, 0.479], [2.186, 1.046, -1.134], [1.259, 2.025, -0.096], [0.007, -0.486, -1.115], [-0.918, 1.555, 0.682], [-2.023, 0.866, -0.566], [-1.396, -1.444, 0.389], [-2.385, -0.343, 1.301], [-0.230, 0.173, 2.600], [-0.865, -1.381, 2.817], [-0.303, 0.544, -3.060], [0.241, 2.032, -2.527], [1.577, -1.660, -0.855], [0.972, -1.872, 0.656], [1.233, -2.470, -0.421]], "mulliken_charge": [-1.81, 0.76, -0.85, -0.65, -0.61, -0.70, -0.69, 0.42, 0.34, 0.51, 0.26, 0.23, 0.32, 0.36, 0.40, 0.30, 0.30, 0.23, 0.21, 0.23, 0.35, -0.94]}



So which one is most stable? That would be (B), about 0.093 eV below the next structure.



(A)
{"formula": "H18O9", "method": "ωB97M-V/def2-TZVPD", "charge": 0, "smiles": "O.O.O.O.O.O.O.O.O", "symbols": ["H", "H", "H", "H", "H", "H", "H", "H", "H", "H", "H", "H", "H", "H", "H", "H", "H", "H", "O", "O", "O", "O", "O", "O", "O", "O", "O"], "coordinates": [[-1.370, 0.071, 0.230], [0.076, 0.089, 0.600], [1.549, -2.308, 3.386], [1.343, -1.281, 2.414], [-1.345, -3.299, -2.539], [-2.182, -2.114, -2.063], [-2.617, 2.513, -4.229], [-1.305, 2.909, -3.453], [4.692, -2.524, 0.558], [3.985, -1.435, 1.353], [-3.884, 0.740, 2.168], [-2.350, 0.906, 2.093], [-0.942, -2.052, 0.223], [-0.851, -3.530, -0.213], [-0.288, 3.018, 2.921], [1.043, 2.555, 3.649], [1.761, 2.797, -2.898], [2.198, 4.292, -3.047], [-0.441, 0.152, -0.197], [2.074, -1.919, 2.684], [-2.202, -2.987, -2.501], [-1.993, 2.199, -3.452], [3.882, -2.155, 0.698], [-3.066, 0.245, 2.061], [-0.374, -2.738, 0.150], [0.459, 2.391, 2.943], [2.148, 3.464, -3.537]], "mulliken_charge": [0.30, 0.29, 0.30, 0.27, 0.31, 0.32, 0.33, 0.32, 0.27, 0.32, 0.32, 0.31, 0.27, 0.31, 0.31, 0.30, 0.33, 0.32, -0.61, -0.57, -0.63, -0.64, -0.59, -0.63, -0.57, -0.60, -0.65]}



(B)
{"formula": "H18O9", "method": "ωB97M-V/def2-TZVPD", "charge": 0, "smiles": "O.O.O.O.O.O.O.O.O", "symbols": ["H", "H", "H", "H", "H", "H", "H", "H", "H", "H", "H", "H", "H", "H", "H", "H", "H", "H", "O", "O", "O", "O", "O", "O", "O", "O", "O"], "coordinates": [[-0.379, -0.482, 0.665], [0.701, 0.607, 0.593], [2.792, -0.573, 2.360], [1.672, 0.103, 3.026], [0.163, 1.956, 1.365], [0.036, 2.476, 0.088], [-1.322, -4.460, 0.306], [-0.625, -3.126, 0.769], [5.029, -0.358, -0.859], [4.367, 0.759, -1.652], [-3.349, -0.810, -0.425], [-3.126, 0.024, -1.675], [-0.246, 4.830, -0.353], [0.370, 4.716, -1.622], [2.308, -2.535, -1.437], [2.683, -3.904, -2.117], [-5.390, 0.812, -0.447], [-4.545, 0.176, 0.520], [0.513, -0.259, 0.360], [2.159, 0.091, 2.176], [-0.188, 2.724, 0.927], [-1.315, -3.790, 0.985], [4.204, 0.101, -0.877], [-3.537, -0.813, -1.358], [0.444, 5.255, -0.798], [2.830, -3.282, -1.315], [-5.253, -0.054, 0.011]], "mulliken_charge": [0.34, 0.06, 0.26, 0.30, 0.32, 0.37, 0.31, 0.32, 0.30, 0.31, 0.26, 0.31, 0.29, 0.31, 0.30, 0.33, 0.32, 0.29, -0.52, -0.55, -0.60, -0.64, -0.61, -0.58, -0.61, -0.64, -0.61]}



So which one is most stable? That would be (A), about 1.097 eV below the next structure.



(A)
{"formula": "H18O9", "method": "ωB97M-V/def2-TZVPD", "charge": 0, "smiles": "O.O.O.O.O.O.O.O.O", "symbols": ["O", "H", "H", "O", "H", "H", "O", "H", "H", "O", "H", "H", "O", "H", "H", "O", "H", "H", "O", "H", "H", "O", "H", "H", "O", "H", "H"], "coordinates": [[0.547, 0.287, 2.910], [0.218, 0.767, 3.678], [0.264, -0.610, 3.162], [-1.185, 0.802, -1.991], [-0.430, 0.346, -2.253], [-1.556, 1.276, -2.782], [1.591, -0.077, -2.015], [1.537, 0.101, -2.961], [2.207, 0.618, -1.717], [0.326, -0.775, 0.347], [0.830, -0.378, -0.398], [0.619, -0.379, 1.155], [-0.787, 2.233, 0.401], [-0.843, 2.010, -0.540], [-1.226, 1.535, 0.916], [-2.265, 0.059, 1.458], [-2.679, 0.489, 2.271], [-1.498, -0.407, 1.738], [1.769, 3.195, 1.373], [1.053, 2.573, 1.327], [2.305, 2.819, 2.057], [-1.195, -3.010, -0.132], [-0.584, -2.285, 0.049], [-1.800, -2.967, 0.606], [0.669, -2.961, -2.795], [1.032, -2.341, -2.182], [1.076, -2.909, -3.679]], "mulliken_charge": [-0.65, 0.30, 0.30, -0.63, 0.33, 0.27, -0.64, 0.30, 0.25, -0.50, 0.26, 0.34, -0.67, 0.34, 0.40, -0.66, 0.33, 0.25, -0.63, 0.35, 0.32, -0.63, 0.42, 0.27, -0.61, 0.31, 0.29]}



(B)
{"formula": "H18O9", "method": "ωB97M-V/def2-TZVPD", "charge": 0, "smiles": "O.O.O.O.O.O.O.O.O", "symbols": ["H", "H", "H", "H", "H", "H", "H", "H", "H", "H", "H", "H", "H", "H", "H", "H", "H", "H", "O", "O", "O", "O", "O", "O", "O", "O", "O"], "coordinates": [[1.891, -1.318, -0.194], [2.639, 0.039, -0.240], [-0.399, -1.816, -0.129], [0.376, -2.363, 1.185], [1.395, 1.609, -0.503], [1.784, 2.793, 0.394], [1.477, -1.040, -2.031], [0.724, -0.716, -3.233], [-0.854, 0.850, -0.603], [0.110, -0.018, -1.529], [-1.716, -1.369, -1.847], [-2.513, -1.097, -0.699], [-2.529, 1.087, 0.755], [-3.312, 1.350, -0.476], [0.947, -0.094, 1.842], [1.586, 1.277, 1.592], [-0.883, 1.121, 2.430], [-2.334, 0.770, 3.107], [2.535, -0.789, -0.706], [0.451, -1.723, 0.491], [2.037, 1.901, 0.126], [0.668, -1.197, -2.399], [-0.044, 0.832, -1.117], [-1.858, -1.800, -1.063], [-2.767, 0.634, -0.067], [1.076, 0.726, 2.265], [-1.897, 1.283, 2.494]], "mulliken_charge": [0.46, 0.34, 0.32, 0.24, 0.45, 0.32, 0.37, 0.30, 0.39, 0.33, 0.28, 0.39, 0.37, 0.32, 0.33, 0.44, 0.41, 0.29, -0.78, -0.57, -0.78, -0.68, -0.70, -0.71, -0.66, -0.74, -0.74]}



(C)
{"formula": "H18O9", "method": "ωB97M-V/def2-TZVPD", "charge": 0, "smiles": "O.O.O.O.O.O.O.O.O", "symbols": ["O", "H", "H", "O", "H", "H", "O", "H", "H", "O", "H", "H", "O", "H", "H", "O", "H", "H", "O", "H", "H", "O", "H", "H", "O", "H", "H"], "coordinates": [[0.971, 0.122, -2.882], [0.385, 0.653, -3.423], [1.149, -0.805, -3.182], [-3.290, -1.393, 0.193], [-2.641, -0.763, -0.169], [-3.732, -0.848, 0.933], [1.358, 0.000, 1.926], [1.685, 0.683, 1.256], [2.107, -0.068, 2.443], [-1.163, 0.696, 2.315], [-0.233, 0.355, 2.533], [-1.041, 1.391, 1.654], [-0.797, -2.274, -1.705], [-0.530, -1.300, -1.351], [-1.502, -2.119, -2.404], [-1.680, 2.160, 0.040], [-1.204, 1.642, -0.584], [-1.088, 2.856, 0.226], [1.791, 2.001, 0.103], [1.484, 2.471, -0.848], [2.743, 1.842, -0.086], [2.038, -2.408, 1.624], [1.878, -1.487, 1.705], [1.182, -2.634, 1.366], [-0.349, -0.295, -0.521], [0.377, -0.154, 0.223], [0.104, -0.324, -1.384]], "mulliken_charge": [-0.72, 0.33, 0.36, -0.64, 0.31, 0.32, -0.76, 0.28, 0.36, -0.66, 0.39, 0.29, -0.70, 0.19, 0.27, -0.66, 0.30, 0.30, -0.72, 0.33, 0.33, -0.69, 0.43, 0.31, -0.35, 0.34, 0.49]}



So which one is most stable? That would be (B), about 0.929 eV below the next structure.



(A)
{"formula": "C2H6N3O", "method": "ωB97M-V/def2-TZVPD", "charge": 1, "symbols": ["C", "C", "N", "N", "N", "O", "H", "H", "H", "H", "H", "H"], "coordinates": [[3.134, -0.389, 0.956], [1.011, -0.121, 0.583], [2.638, 0.716, 1.621], [1.398, 0.869, 1.403], [-2.389, 0.498, -0.735], [1.966, -0.962, 0.292], [4.057, -0.144, 0.257], [3.382, -1.213, 1.709], [0.010, -0.387, 0.089], [-3.349, 0.356, -0.939], [-1.824, 0.427, -1.587], [-2.345, 1.412, -0.244]], "mulliken_charge": [-0.06, 0.28, 0.02, -0.19, -0.68, -0.15, 0.33, 0.30, 0.46, 0.22, 0.24, 0.23]}



(B)
{"formula": "C2H6N3O", "method": "ωB97M-V/def2-TZVPD", "charge": 1, "symbols": ["C", "C", "N", "N", "N", "O", "H", "H", "H", "H", "H", "H"], "coordinates": [[0.408, -0.970, 1.117], [1.094, 0.754, -0.050], [1.525, -1.353, 0.555], [0.133, 0.327, 0.809], [-1.707, 0.062, -0.707], [1.977, -0.398, -0.186], [-0.137, -1.535, 1.798], [0.745, 1.220, -0.960], [1.916, 1.608, 0.358], [-1.572, 0.728, -1.348], [-2.546, 0.373, -0.253], [-1.836, -0.817, -1.134]], "mulliken_charge": [0.00, -0.10, 0.03, -0.10, -0.65, -0.06, 0.45, 0.31, 0.32, 0.26, 0.26, 0.27]}



So which one is most stable? That would be (A), about 1.225 eV below the next structure.